51
Properties=species:S:1:pos:R:3:forces:R:3 method="wB97M-V/def2-TZVPD" lumo_ev=-4.9 total_charge=+1 spin_multiplicity=1 homo_lumo_gap_ev=6.347
W 0.343 -0.503 -1.413 0.9 0.3 -0.8
C -1.080 -0.525 -3.357 0.0 0.0 0.0
C 0.257 -0.520 -3.817 0.0 0.0 0.0
C 0.874 -1.719 -3.404 -0.1 -0.1 0.1
C -0.102 -2.480 -2.714 0.0 0.0 0.1
C -1.305 -1.745 -2.696 -0.1 0.1 0.1
H -1.792 0.277 -3.469 0.0 0.0 0.0
H 0.724 0.273 -4.374 0.0 0.0 0.0
H 1.904 -1.995 -3.565 0.0 0.0 0.0
H 0.049 -3.437 -2.250 0.0 0.0 0.0
H -2.216 -2.046 -2.206 0.0 0.0 0.0
O -0.410 0.251 2.473 0.0 0.0 0.1
C -1.584 -0.385 2.961 0.0 0.0 0.0
C -2.612 -0.571 1.849 -0.2 -0.1 0.1
C -3.966 -0.797 2.574 0.0 0.0 0.1
O -5.017 -1.147 1.697 0.0 0.1 -0.1
C -2.761 0.649 0.964 0.0 0.1 0.1
Se -1.585 0.926 -0.582 -0.2 -0.1 -0.2
C -2.381 -1.794 0.980 -0.1 -0.1 -0.1
Se -0.593 -2.144 0.325 0.0 0.1 0.4
H 0.341 -0.084 2.972 0.0 0.0 0.0
H -2.030 0.233 3.750 0.0 0.0 0.0
H -1.358 -1.361 3.403 0.1 0.0 0.0
H -4.222 0.086 3.167 0.0 0.0 0.0
H -3.842 -1.633 3.268 0.0 0.0 0.0
H -5.569 -0.380 1.523 0.0 -0.1 0.0
H -2.661 1.579 1.526 0.1 0.0 0.0
H -3.751 0.622 0.511 0.0 0.0 -0.1
H -3.101 -1.811 0.162 0.0 0.0 0.0
H -2.549 -2.707 1.561 0.0 0.0 0.0
F 1.797 -3.308 -0.943 0.1 0.2 0.1
C 1.988 -1.991 -0.713 -0.1 -0.1 -0.1
F 2.315 -1.889 0.596 0.0 0.0 -0.3
F 3.119 -1.667 -1.394 -0.1 -0.1 0.2
O 1.988 2.167 -4.052 0.0 0.0 -0.1
Cl 1.912 1.837 -2.685 -0.1 -0.1 0.2
O 2.576 2.759 -1.846 0.1 0.1 0.1
O 2.411 0.465 -2.446 -0.1 0.0 0.1
O 0.479 1.716 -2.265 0.0 -0.2 0.2
C 4.106 2.281 1.495 0.0 0.0 0.1
N 2.750 1.877 1.136 0.0 0.0 -0.1
C 1.662 2.805 1.447 0.0 0.0 0.0
C 2.551 0.830 0.394 0.0 0.0 0.0
O 1.389 0.527 -0.016 -0.2 -0.1 0.1
H 4.116 2.597 2.536 0.0 0.0 0.0
H 4.419 3.111 0.863 0.0 0.0 0.0
H 4.786 1.443 1.369 0.0 0.0 0.0
H 1.740 3.093 2.493 0.0 0.0 0.0
H 0.708 2.317 1.266 0.0 0.0 0.0
H 1.766 3.687 0.815 0.0 0.0 0.0
H 3.419 0.228 0.133 0.0 0.0 0.0

---

7
Properties=species:S:1:pos:R:3:forces:R:3 method="wB97M-V/def2-TZVPD" lumo_ev="-0.5 / -1.1" total_charge=0 spin_multiplicity=1 homo_lumo_gap_ev="8.283 / 8.854"
C 1.150 0.901 0.109 -1.5 -1.7 0.3
F 1.596 -0.046 -0.720 0.2 1.0 0.5
F 1.089 0.392 1.372 0.7 1.2 -1.3
F 1.716 2.068 -0.043 0.5 -0.5 0.5
F -2.037 -1.445 -1.335 -0.5 0.4 0.1
P -2.294 -0.630 0.058 -1.1 0.3 -1.6
H -1.220 -1.240 0.559 1.7 -0.7 1.4

---

32
Properties=species:S:1:pos:R:3:forces:R:3 method="wB97M-V/def2-TZVPD" lumo_ev=0.6 total_charge=0 smiles="C=C1C=C(C)C(N)=CC1.O=NNC1CC1" spin_multiplicity=1 homo_lumo_gap_ev=7.659
C -0.106 2.725 -0.197 0.2 -1.4 -0.7
C 0.622 1.590 -0.318 -1.1 2.6 -0.5
C 0.271 0.511 -1.217 2.7 -1.1 1.9
C 1.115 -0.570 -1.259 -2.4 0.0 -1.6
C 0.817 -1.721 -2.230 -1.8 0.0 0.7
C 2.401 -0.569 -0.608 0.0 1.1 0.4
N 3.216 -1.620 -0.974 -0.2 -0.6 -0.1
C 2.803 0.464 0.173 -2.0 -1.6 -1.1
C 1.808 1.515 0.539 3.4 0.4 0.8
H 0.234 3.567 0.292 1.4 1.3 1.5
H -1.075 2.993 -0.508 -1.3 -0.7 -1.2
H -0.579 0.706 -1.787 -1.3 -0.4 -1.1
H 1.312 -2.652 -2.201 1.3 -0.8 0.8
H -0.199 -2.123 -2.246 -0.5 0.6 0.8
H 0.861 -1.484 -3.243 0.6 1.2 -1.9
H 4.145 -1.343 -0.785 1.3 -0.4 -0.2
H 3.020 -2.027 -1.889 0.6 0.4 0.6
H 3.825 0.477 0.412 1.1 0.4 0.8
H 2.494 2.391 0.779 -1.3 0.1 -1.2
H 1.447 1.448 1.538 -0.3 -1.0 0.9
O 0.070 1.531 2.927 -1.5 -0.6 0.0
N -1.018 2.015 2.630 0.7 2.4 0.3
N -1.939 1.267 2.114 1.3 -2.9 -0.5
C -1.654 -0.100 1.705 -3.6 0.5 -0.2
C -2.738 -1.046 2.064 -2.4 -0.1 -0.3
C -2.544 -0.629 0.613 1.9 -2.3 0.3
H -2.647 1.638 1.521 -0.3 1.4 0.3
H -0.705 -0.416 1.709 3.5 -0.8 0.3
H -3.685 -0.700 2.584 1.5 0.1 -0.7
H -2.635 -2.090 2.244 0.8 -0.6 0.3
H -2.209 -1.323 -0.208 0.2 0.4 1.5
H -3.197 -0.011 0.160 -2.4 2.4 -0.9

---

50
Properties=species:S:1:pos:R:3:forces:R:3 method="wB97M-V/def2-TZVPD" s_squared=0.75 lumo_ev="-0.1 / -0.4" total_charge=0 spin_multiplicity=2 homo_lumo_gap_ev="8.487 / 8.264"
Cu -1.176 0.205 0.070 0.4 -0.2 -0.1
N 0.536 -0.476 -0.925 -0.2 0.1 0.3
C 0.454 0.398 -2.092 -0.5 -0.1 -0.7
C 1.528 0.161 -3.149 0.0 0.2 0.2
C 2.965 0.407 -2.677 -0.2 0.2 -0.1
C 3.330 1.879 -2.419 0.3 -0.5 0.0
N 2.511 2.555 -1.422 -0.2 0.3 0.2
C 2.357 2.152 -0.151 0.1 0.4 -0.3
N 3.230 1.325 0.421 0.1 -0.1 0.0
N 1.350 2.586 0.592 -0.2 -0.1 0.3
C -1.013 0.212 -2.638 1.2 0.2 -0.4
O -1.204 0.130 -3.832 0.0 0.0 -0.5
O -1.876 0.189 -1.712 -0.7 0.0 0.6
H 1.431 -0.471 -0.442 -0.1 -0.1 0.0
H 0.329 -1.440 -1.181 0.1 0.1 0.1
H 0.460 1.433 -1.739 0.1 -0.2 0.0
H 1.296 0.788 -4.011 0.0 0.0 -0.1
H 1.449 -0.876 -3.481 -0.1 0.0 -0.1
H 3.643 0.053 -3.455 0.1 0.0 0.1
H 3.168 -0.195 -1.789 0.1 0.0 0.0
H 3.220 2.444 -3.345 0.1 0.0 0.1
H 4.381 1.941 -2.115 -0.1 0.1 -0.1
H 1.812 3.192 -1.775 0.1 -0.1 0.1
H 4.119 1.108 0.011 -0.1 0.1 -0.1
H 2.989 1.022 1.372 0.2 -0.1 -0.1
H 0.537 3.036 0.204 0.1 0.0 -0.2
H 1.253 2.096 1.515 -0.1 0.2 -0.3
N 1.110 -2.374 1.285 -0.1 -0.2 -0.1
C 1.336 -1.598 2.501 0.0 0.1 0.1
C 0.830 -0.173 2.250 0.4 -0.7 0.4
O 1.629 0.768 2.443 0.1 0.3 0.3
O -0.356 -0.045 1.860 -0.1 0.1 0.0
H 0.124 -2.294 1.040 0.0 -0.2 0.1
H 1.292 -3.356 1.467 0.0 0.1 -0.1
H 2.407 -1.570 2.720 -0.2 0.1 0.0
H 0.812 -2.003 3.380 0.0 0.1 -0.1
N -2.381 1.605 0.669 -0.1 -0.2 0.2
C -3.512 1.432 0.955 1.3 0.4 0.0
N -4.728 1.411 1.191 -0.8 0.8 -0.9
C -5.472 0.787 2.030 -0.2 -0.6 0.5
N -6.189 0.207 2.725 -0.3 -0.3 0.4
N -4.102 -2.675 0.560 -0.2 0.0 -0.2
C -3.011 -2.010 0.958 -0.4 -0.4 0.3
O -2.013 -1.919 0.251 0.3 0.1 -0.2
C -3.062 -1.468 2.359 0.1 0.1 0.1
I -2.253 -2.996 3.623 0.0 0.1 0.0
H -4.133 -3.029 -0.382 0.0 0.0 0.0
H -4.939 -2.697 1.117 0.0 0.1 0.0
H -4.065 -1.246 2.712 0.0 -0.1 0.0
H -2.401 -0.611 2.452 0.0 -0.1 0.1

---

Which energy relative to the best compared isomer or geometry (same formula, charge and spin) belongs to each record? In order, 59.6; 70.0; 153.3; 0.0 kcal per mole.
Which DFT total energy belongs to each record? In order, -183876.060; -21208.881; -18194.142; -89192.156 eV.